This record from OMol25 describes C17H42BN2O12V as an isolated structure in a non-equilibrium geometry. The level of theory is wB97M-V/def2-TZVPD.

## Properties
<S²>: 0.770
2S+1: 2
Frontier orbital gap (spin up / spin down): 0.09495 / 0.09724 Eh
Charge: -3

```
75
C17H42BN2O12V (wB97M-V/def2-TZVPD)
O 3.7929 -1.2732 -2.1223
V 2.3242 -1.0366 -2.6091
C 1.2696 -2.4043 -4.7948
O 2.3189 -2.7078 -4.0791
O 1.2842 -2.3853 -6.0657
O 0.6381 -1.4504 -4.1663
C 2.3681 1.4116 -3.8930
O 1.5899 2.0728 -4.6766
O 2.1067 1.1662 -2.6453
O 2.7745 0.2909 -4.4560
B 1.3127 -1.3382 -0.4731
H 0.7761 -1.4172 0.5871
H 2.1183 -2.2071 -0.5332
H 0.6148 -1.2530 -1.3821
H 1.8951 -0.3428 -0.4286
C -0.9504 6.1205 -4.8041
O -0.4025 4.8236 -4.7408
C -0.6693 4.0980 -5.9235
C -1.8770 3.1713 -5.7463
N -1.4720 1.9688 -5.0386
C -2.4919 1.3334 -4.2231
C -1.9074 0.7835 -2.9460
O -1.5361 1.8583 -2.1347
C -1.0742 1.4060 -0.8858
H -0.3825 6.6696 -5.5675
H -0.8193 6.5747 -3.8223
H -2.0199 6.0909 -5.0519
H 0.2034 3.5028 -6.1950
H -0.9448 4.7654 -6.7580
H -2.3338 2.9760 -6.7344
H -2.5939 3.6498 -5.0730
H -1.1107 1.2725 -5.6786
H -3.1394 0.6258 -4.7735
H -3.2835 2.0495 -3.9522
H -1.0559 0.1128 -3.1355
H -2.6533 0.0992 -2.4918
H -0.1486 0.8467 -1.0049
H -1.8119 0.7142 -0.4380
H -1.0265 2.2491 -0.1958
C -2.2904 -2.1755 6.9683
O -2.6148 -0.9145 6.4230
C -3.6309 -0.9292 5.4093
C -3.1263 -1.5674 4.1274
N -1.9417 -0.8616 3.6698
C -1.2034 -1.6403 2.6812
C -0.5395 -2.9113 3.2116
O 0.3128 -2.5320 4.2644
C 1.3298 -3.4860 4.4307
H -1.9178 -2.0502 7.9858
H -1.4421 -2.5498 6.3806
H -3.1178 -2.8905 6.9445
H -4.0424 0.0780 5.4268
H -4.4395 -1.5424 5.8437
H -3.9598 -1.4351 3.4253
H -2.9697 -2.6407 4.2876
H -1.4110 -0.6610 4.5094
H -0.3361 -1.1470 2.2368
H -1.8671 -1.8136 1.8327
H -0.1372 -3.4398 2.3394
H -1.3245 -3.6456 3.4766
H 1.8643 -3.7505 3.5080
H 0.9471 -4.4649 4.7576
H 2.0945 -3.0794 5.0917
C 2.6324 0.4600 2.5943
C 4.0652 0.0970 2.3088
C 4.5089 -1.1522 3.0885
O 4.1991 -0.2585 0.9278
H 2.1956 1.2184 1.9419
H 2.5846 0.8168 3.6339
H 1.9207 -0.3653 2.5272
H 4.8085 0.8839 2.4906
H 3.6951 -1.8781 3.0434
H 4.7756 -0.9438 4.1314
H 5.3785 -1.5939 2.6024
H 3.3168 -0.1219 0.5309
```

---

This record from OMol25 describes one molecule with the formula CH3FN2O2 in a non-equilibrium geometry. The level of theory is wB97M-V/def2-TZVPD.

## Properties
Structure (SMILES): CO/[N+]([O-])=N/F
Frontier orbital gap: 0.39430 Eh

```
9
CH3FN2O2 (wB97M-V/def2-TZVPD)
C 1.4928 0.0294 0.2357
N -2.0697 -0.5797 0.4325
N -0.9626 -0.1407 -0.0740
O 0.2026 -0.5850 0.5234
O -0.8886 0.5521 -1.0865
F -3.0166 0.1313 -0.1868
H 1.9640 -0.5727 -0.5705
H 1.1542 0.9658 -0.3750
H 2.1240 0.1994 1.1011
```

---

This record from OMol25 describes an isolated ion of composition C5H6NS2 and charge +1 in a non-equilibrium geometry. The level of theory is wB97M-V/def2-TZVPD.

## Properties
Frontier orbital gap: 0.27209 Eh
Charge: +1

```
14
C5H6NS2 (wB97M-V/def2-TZVPD)
C 0.6321 1.0780 2.3248
C 1.7818 0.4237 0.1074
C -0.3331 0.4485 1.7104
C -1.6473 0.1090 1.9508
C -0.0956 -0.3107 -1.2434
N 0.5810 0.0284 -0.0193
S -2.3944 0.4817 3.3959
S 2.2402 1.0200 1.6309
H 0.6567 1.6458 3.2139
H 2.4505 0.3780 -0.7901
H -2.0311 -0.4288 1.1306
H -0.6419 -1.3620 -1.0700
H -1.0005 0.4638 -1.2770
H 0.5290 -0.4352 -2.1884
```

---

We obtain energy above the lowest of the compared OMol25 structures with the same formula, charge and spin values of 39.53; 83.55; 0.00 kcal/mol for the records listed above, in that order.
We obtain E_tot values of -72216.292; -10871.604; -28432.137 eV for the records listed above, in that order.